No. 1
Density functional theory data (the ωB97M-V functional and the def2-TZVPD basis) for a 2-piece molecular cluster, C2H7NO2 overall.

XYZ file:
```
12
Properties=species:S:1:pos:R:3:nbo_charge:R:1
C -2.0570 0.3331 0.1690 -0.274
O -1.1428 -0.8303 0.1210 -0.744
H -0.2824 -0.6657 0.7075 0.496
H -1.4551 1.2375 0.0928 0.244
H -2.7459 0.2258 -0.6638 0.202
H -2.5924 0.2732 1.1122 0.202
N 2.5062 -0.3258 -0.2081 -0.865
C 1.2105 0.0958 -0.1072 0.214
O 0.9662 1.3128 -0.1186 -0.729
H 2.7296 -1.3052 -0.2012 0.383
H 3.2596 0.3497 -0.2912 0.375
H -0.3965 -0.7010 -0.6124 0.496
```

Computed properties:
Highest occupied orbital energy = -7.20 eV
Calculated total energy = -285.51681 Eh
ΔE to the lowest compared entry with this formula, charge and spin = 406.9 kJ/mol
Spin multiplicity = 1



No. 2
Density functional theory data (the ωB97M-V functional and the def2-TZVPD basis) for a single C2H4N2O2 molecule in a non-equilibrium geometry.

XYZ file:
```
10
Properties=species:S:1:pos:R:3:nbo_charge:R:1
O 1.1636 0.6690 1.5956 -0.703
C 0.1101 0.0726 0.6407 0.136
C -1.3829 0.2347 0.3524 0.044
N -1.3832 -0.0414 -0.9433 -0.215
N 0.1663 0.0325 -0.8723 -0.052
O 0.8957 -1.0434 -1.4176 -0.556
H 1.8040 1.1941 1.0621 0.488
H -0.0072 -0.9694 0.9424 0.188
H -2.0011 0.6979 0.9864 0.193
H 0.6346 -0.8466 -2.3464 0.477
```

Computed properties:
Highest occupied orbital energy = -9.57 eV
Calculated total energy = -338.40510 Eh
ΔE to the lowest compared entry with this formula, charge and spin = 651.4 kJ/mol
Spin multiplicity = 1



No. 3
Density functional theory data (the ωB97M-V functional and the def2-TZVPD basis) for a single C4H5NO molecule.

XYZ file:
```
11
Properties=species:S:1:pos:R:3:nbo_charge:R:1
C -1.2131 -0.9604 -0.6063 -0.351
C 0.0867 -1.0386 -0.3363 -0.238
C 0.7717 -0.0543 0.5668 -0.173
N 1.1152 1.3271 0.1039 -0.616
C 0.0515 1.2627 0.8939 0.695
O -0.8726 1.9353 1.2669 -0.554
H -1.6951 -1.6411 -1.3000 0.203
H -1.8393 -0.2100 -0.1285 0.210
H 0.6708 -1.8769 -0.7356 0.210
H 1.6411 -0.4907 1.0727 0.212
H 1.2832 1.7470 -0.7974 0.402
```

Computed properties:
Highest occupied orbital energy = -9.68 eV
Calculated total energy = -285.32837 Eh
ΔE to the lowest compared entry with this formula, charge and spin = 226.4 kJ/mol
Spin multiplicity = 1



No. 4
Density functional theory data (the ωB97M-V functional and the def2-TZVPD basis) for a 5-piece molecular cluster, C16H44IN4O4 overall in a non-equilibrium geometry.

XYZ file:
```
69
Properties=species:S:1:pos:R:3:nbo_charge:R:1
I -0.2897 -0.5790 1.5894 -0.953
C 0.8919 -1.3720 -2.3124 -0.643
C 1.4507 0.0186 -2.4209 -0.060
C 0.2763 0.9958 -2.5337 -0.075
O -0.8184 0.5682 -3.3520 -0.554
C -1.9496 1.4367 -3.2045 -0.234
N 2.2022 0.4597 -1.2181 -0.875
H 0.2546 -1.4160 -1.4147 0.236
H 1.7090 -2.1035 -2.2528 0.207
H 0.2066 -1.5812 -3.1913 0.207
H 2.1254 0.0994 -3.2608 0.168
H 0.6463 1.9521 -2.8163 0.164
H -0.0323 1.0505 -1.4768 0.178
H -2.7440 0.8279 -3.5388 0.185
H -1.8497 2.3825 -3.8431 0.147
H -2.0518 1.7394 -2.1994 0.180
H 1.6249 0.4219 -0.3569 0.384
H 2.9923 -0.1244 -1.0213 0.363
C 3.1099 2.4964 2.6316 -0.607
C 1.8560 3.3320 2.6794 -0.064
C 1.2569 3.3133 1.2813 -0.096
O 0.1225 4.1391 1.2627 -0.555
C -0.8495 3.6378 0.4286 -0.257
N 1.1203 2.7964 3.7506 -0.845
H 3.4999 2.4458 3.6041 0.212
H 3.8607 2.9438 1.9846 0.191
H 2.7863 1.5475 2.2127 0.217
H 2.0968 4.3749 2.9801 0.171
H 0.8774 2.2818 1.0124 0.200
H 1.9774 3.6533 0.5528 0.168
H -1.1566 2.5975 0.7084 0.191
H -0.5673 3.7814 -0.6303 0.157
H -1.7531 4.2312 0.5268 0.174
H 0.6790 1.9320 3.4762 0.374
H 0.2517 3.2935 4.0083 0.353
C -5.2270 3.2101 -0.0106 -0.615
C -5.2277 2.0886 1.0229 -0.075
C -4.1891 1.0166 0.6102 -0.071
O -4.3842 0.5073 -0.6598 -0.552
C -4.1988 -0.8368 -0.8176 -0.239
N -5.1399 2.5629 2.3844 -0.842
H -5.9393 3.9797 0.3139 0.206
H -5.4258 2.8478 -1.0402 0.214
H -4.2178 3.5750 -0.1173 0.196
H -6.1910 1.6952 0.8468 0.170
H -4.2045 0.1965 1.3986 0.173
H -3.1594 1.4154 0.6531 0.183
H -3.2645 -1.2284 -0.4200 0.194
H -4.2670 -1.0396 -1.8738 0.180
H -4.9480 -1.4504 -0.2898 0.144
H -5.8436 2.0555 2.9050 0.362
H -4.2235 2.4778 2.7519 0.369
C 1.6085 -4.4288 0.1671 -0.618
C 2.9630 -3.8973 0.5850 -0.072
C 4.0351 -4.5852 -0.2309 -0.040
O 4.1017 -5.9303 0.1686 -0.566
C 4.5018 -6.8832 -0.8172 -0.253
N 3.0751 -2.4670 0.2965 -0.845
H 0.7801 -3.9997 0.7363 0.236
H 1.6671 -5.4838 0.2978 0.206
H 1.5136 -4.2187 -0.8746 0.207
H 3.2636 -4.1767 1.5447 0.167
H 5.0311 -4.1347 -0.1013 0.162
H 3.7289 -4.6982 -1.3154 0.157
H 3.6452 -6.9675 -1.5491 0.165
H 4.6052 -7.9413 -0.3940 0.187
H 5.4113 -6.7089 -1.3677 0.168
H 2.3825 -2.0029 0.8896 0.392
H 3.9243 -2.1236 0.6612 0.341
```

Computed properties:
Highest occupied orbital energy = -4.61 eV
Charge = -1
Calculated total energy = -1453.67722 Eh
ΔE to the lowest compared entry with this formula, charge and spin = 125.9 kJ/mol
Spin multiplicity = 1



No. 5
Density functional theory data (the ωB97M-V functional and the def2-TZVPD basis) for C2H6N3O2 as an isolated structure in a non-equilibrium geometry.

XYZ file:
```
13
Properties=species:S:1:pos:R:3:nbo_charge:R:1
C -1.0458 1.1779 0.1360 -0.461
C -0.6996 -1.2219 0.1199 -0.441
N 2.5612 -0.9171 -0.1414 0.470
N 1.0576 0.2299 -0.2503 0.309
N -0.1648 0.1083 -0.0408 -0.086
O 3.4101 -0.2195 -0.3764 0.031
O 1.6065 1.2780 -0.5310 -0.319
H -1.3673 1.3635 -0.8079 0.237
H -1.9881 0.8148 0.7345 0.252
H -0.6510 2.1141 0.6738 0.276
H -1.3280 -1.4378 -0.7249 0.241
H 0.0370 -1.9902 0.3008 0.244
H -1.4278 -1.2998 0.9078 0.245
```

Computed properties:
Highest occupied orbital energy = -15.50 eV
Charge = +1
Calculated total energy = -394.08583 Eh
ΔE to the lowest compared entry with this formula, charge and spin = 513.5 kJ/mol
Spin multiplicity = 1



No. 6
Density functional theory data (the ωB97M-V functional and the def2-TZVPD basis) for a 2-piece molecular cluster, C10H16O overall in a non-equilibrium geometry.

XYZ file:
```
27
Properties=species:S:1:pos:R:3:lowdin_spin:R:1
C -1.7946 1.4574 1.4410 0.050
C -1.5911 2.2001 -2.2060 0.120
C -0.7357 1.1176 -2.6190 0.190
C -1.9307 2.3624 -0.9074 0.020
C -1.4953 1.3450 -0.0135 0.261
C -0.2695 0.1252 -1.7505 0.061
C -0.7528 0.2331 -0.4748 0.093
O -0.5571 1.0772 -3.9284 0.165
H -1.7894 2.9285 -2.9779 0.003
H -2.4291 3.2342 -0.5022 -0.002
H 0.4680 -0.6392 -1.9790 0.000
H -0.3208 0.1737 -4.2067 0.002
H -1.4820 0.5728 1.9926 0.000
H -2.8679 1.5794 1.5874 0.017
H -0.7124 -0.7092 0.0677 0.000
H -1.2981 2.3434 1.8443 0.017
C 2.0008 -2.0113 1.8818 0.000
C 1.3953 -2.8091 0.7348 0.000
C 1.9854 -0.5161 1.5915 0.002
H 1.5114 -2.3142 2.8061 0.000
H 3.0287 -2.3790 1.9059 0.000
H 1.7779 -2.4263 -0.2199 0.000
H 1.0658 -0.2599 1.0645 0.001
H 0.3077 -2.7348 0.6788 0.000
H 1.7328 -3.8326 0.7960 0.000
H 1.9477 0.1499 2.4566 0.000
H 2.8049 -0.2684 0.9364 0.000
```

Computed properties:
Highest occupied orbital energy (alpha / beta) = -13.94 / -14.17 eV
Charge = +1
⟨S²⟩ = 0.767
Calculated total energy = -465.55881 Eh
ΔE to the lowest compared entry with this formula, charge and spin = 65.5 kJ/mol
Spin multiplicity = 2